{"formula": "C9H9KNO5", "method": "the ωB97M-V functional and the def2-TZVPD basis", "molar_mass_da": 250.27, "total_charge": 0, "multiplicity": 2, "orbital_gap_ha": [0.257, 0.206], "lumo_ev": [-0.68, -1.90], "symbols": ["K", "C", "C", "C", "O", "C", "C", "C", "O", "O", "O", "H", "H", "C", "O", "N", "C", "C", "H", "H", "H", "H", "H", "H", "H"], "xyz": [[1.529, 0.333, 2.068], [-1.020, 2.351, -1.376], [-1.841, 3.422, -1.412], [-2.596, 3.933, -0.157], [-3.651, 4.691, -0.211], [-2.345, 3.459, 1.107], [-1.252, 2.412, 1.247], [-0.741, 1.660, -0.120], [-0.172, 0.550, -0.009], [-0.785, 2.145, 2.339], [-1.962, 4.009, -2.572], [-0.447, 2.000, -2.222], [-2.815, 3.931, 1.957], [2.098, -1.527, -0.346], [3.030, -1.032, 0.335], [1.412, -2.589, -0.071], [0.714, -3.388, -1.025], [1.817, -3.401, 1.089], [1.741, -1.095, -1.294], [-0.067, -2.784, -1.487], [0.272, -4.178, -0.417], [1.431, -3.778, -1.748], [1.042, -4.063, 1.475], [2.585, -4.116, 0.791], [2.024, -2.945, 2.057]]}